# 1
Density functional theory data (ωB97M-V/def2-TZVPD) for a cluster of 2 separate species, C4H10O in total.

Last columns: bonded neighbours and bond lengths (Å).
Element x y z (Å)
1 C 2.35 0.23 -0.97  C2 1.333, H4 1.084, H5 1.085
2 C 1.93 -0.79 -1.73  C1 1.333, C3 1.523, H6 1.085
3 C 1.26 -0.55 -3.07  C2 1.523, H7 1.090, H8 1.083, H9 1.100
4 H 2.90 -0.01 -0.07  C1 1.084
5 H 1.86 1.19 -1.07  C1 1.085
6 H 2.09 -1.82 -1.43  C2 1.085
7 H 1.47 0.46 -3.43  C3 1.090
8 H 1.47 -1.27 -3.85  C3 1.083
9 H 0.18 -0.50 -2.83  C3 1.100
10 C -3.01 0.16 2.51  O11 1.438, H12 1.087, H13 1.081, H14 1.087
11 O -1.76 0.75 2.87  C10 1.438, H15 0.961
12 H -3.79 0.66 3.07  C10 1.087
13 H -3.12 0.25 1.43  C10 1.081
14 H -2.99 -0.87 2.84  C10 1.087
15 H -1.47 1.38 2.20  O11 0.961

Computed properties:
SMILES string	C=CC.CO
E_tot	-233.57675	Ha
energy relative to the best compared isomer or geometry (same formula, charge and spin)	42.8	kcal/mol
Kohn-Sham gap	10.25	eV
HOMO energy	-0.3480	hartree
E_LUMO	0.78	eV

***

# 2
Density functional theory data (ωB97M-V/def2-TZVPD) for a cluster of 11 separate species, C6H36N2O10 in total.

Last columns: bonded neighbours and bond lengths (Å).
Element x y z (Å)
1 C -0.67 -1.86 2.33  C2 1.599, H9 1.105, H10 1.046, H11 1.088
2 C -1.88 -0.89 1.93  C1 1.599, C3 1.505, H12 1.138, H13 1.084
3 C -2.10 -0.92 0.44  C2 1.505, C4 1.588, H14 1.088, H15 1.141
4 C -1.61 0.37 -0.35  C3 1.588, N5 1.438, H16 1.055, H17 1.156
5 N -0.65 0.06 -1.38  C4 1.438, C6 1.555, H18 1.007
6 C 0.10 1.34 -1.83  N5 1.555, C7 1.602, H19 1.080, H20 1.079
7 C 1.34 1.70 -0.87  C6 1.602, N8 1.469, H21 1.121, H22 1.090
8 N 0.98 1.73 0.55  C7 1.469, H23 1.053, H24 0.988
9 H -0.67 -1.99 3.43  C1 1.105
10 H -0.93 -2.77 1.90  C1 1.046
11 H 0.31 -1.39 2.30  C1 1.088
12 H -1.76 0.16 2.33  C2 1.138
13 H -2.69 -1.25 2.55  C2 1.084
14 H -3.17 -1.10 0.32  C3 1.088
15 H -1.52 -1.74 -0.11  C3 1.141
16 H -1.35 1.08 0.38  C4 1.055
17 H -2.55 0.84 -0.83  C4 1.156
18 H 0.10 -0.56 -1.13  N5 1.007
19 H -0.56 2.19 -1.90  C6 1.080
20 H 0.52 1.22 -2.82  C6 1.079
21 H 2.11 0.91 -1.09  C7 1.121
22 H 1.60 2.70 -1.23  C7 1.090
23 H 1.30 0.86 1.05  N8 1.053
24 H 0.06 1.82 0.89  N8 0.988
25 O -1.83 -1.74 -3.23  H26 0.959, H27 0.990
26 H -2.70 -1.74 -2.81  O25 0.959
27 H -1.31 -1.01 -2.82  O25 0.990
28 O -2.72 1.35 -3.77  H29 0.962, H30 0.983
29 H -2.29 1.11 -2.95  O28 0.962
30 H -2.82 0.47 -4.18  O28 0.983
31 O -1.43 -5.34 -0.19  H32 0.964, H33 1.046
32 H -1.25 -4.43 -0.45  O31 0.964
33 H -0.64 -5.41 0.49  O31 1.046
34 O 1.00 4.50 0.76  H35 0.990, H36 0.968
35 H 0.45 3.68 0.80  O34 0.990
36 H 0.39 4.99 0.19  O34 0.968
37 O 2.19 -1.37 0.60  H38 1.000, H39 0.970
38 H 2.29 -1.52 -0.39  O37 1.000
39 H 3.06 -1.34 1.03  O37 0.970
40 O 1.38 -1.49 -3.11  H41 0.985, H42 0.966
41 H 0.57 -1.16 -3.56  O40 0.985
42 H 1.61 -2.06 -3.85  O40 0.966
43 O -1.80 3.63 1.75  H44 0.963, H45 0.971
44 H -1.96 4.23 2.49  O43 0.963
45 H -0.97 3.22 2.02  O43 0.971
46 O 2.27 -0.68 3.01  H47 0.965, H48 0.958
47 H 3.19 -0.47 3.19  O46 0.965
48 H 1.73 -0.69 3.80  O46 0.958
49 O 1.43 -3.72 1.34  H50 0.961, H51 1.014
50 H 1.06 -3.30 0.56  O49 0.961
51 H 2.15 -3.01 1.42  O49 1.014
52 O 3.23 3.57 1.79  H53 0.969, H54 0.971
53 H 2.79 2.74 1.55  O52 0.969
54 H 2.56 4.21 1.49  O52 0.971

Computed properties:
SMILES string	CCCCNCCN.O.O.O.O.O.O.O.O.O.O
E_tot	-1111.98845	Ha
energy relative to the best compared isomer or geometry (same formula, charge and spin)	111.4	kcal/mol
Kohn-Sham gap	9.25	eV
HOMO energy	-0.3454	hartree
E_LUMO	-0.14	eV